Model w:
Computed, not measured: a cluster of 2 separate species, C5H12NS in total, with the ωB97M-V functional and the def2-TZVPD basis.

ORCA input file:
```
! RIJCOSX wB97M-V def2-TZVPD def2/J DEFGRID3
* xyz -2 2
S 1.645 0.625 -0.885
N -0.884 -0.634 2.011
C -0.579 -1.424 0.942
C 0.033 0.274 2.659
C -0.242 1.759 -2.588
C -1.449 -2.314 0.432
C -0.010 0.585 -1.630
H -1.231 1.722 -3.072
H -0.173 -0.351 -2.173
H -0.404 1.276 2.751
H -2.441 -2.413 0.864
H -0.809 0.607 -0.881
H 0.261 -0.050 3.685
H -1.858 -0.494 2.232
H -1.205 -2.971 -0.389
H 0.413 -1.227 0.531
H -0.153 2.695 -2.035
H 0.534 1.762 -3.357
H 0.941 0.383 2.070
*
```

Computed properties:
Gap between HOMO and LUMO (spin up / spin down), eV: 2.18 / 6.23
⟨S²⟩: 0.75
LUMO level (spin up / spin down), eV: 6.299 / 6.367

Results of the natural (NBO) charge analysis, in e, for atoms 1 through 2: S -0.77; N -0.67

=====

Model x:
Computed, not measured: the ion C5H12NS with charge -2, with the ωB97M-V functional and the def2-TZVPD basis.

ORCA input file:
```
! RIJCOSX wB97M-V def2-TZVPD def2/J DEFGRID3
* xyz -2 2
S 3.069 -1.979 1.071
N -0.318 -0.298 -0.307
C 1.155 -0.187 0.065
C -2.486 -0.100 -0.953
C 1.369 1.207 0.634
C 1.317 -1.400 1.063
C -1.121 0.604 -1.130
H -3.128 0.241 -1.812
H 2.144 1.238 1.376
H 1.670 -0.449 -0.858
H -0.875 -0.376 0.627
H 0.594 1.660 1.075
H 1.294 -1.150 2.095
H -2.267 -1.209 -1.065
H -0.734 0.600 -2.150
H -2.945 0.078 0.067
H 0.719 -2.367 0.943
H -1.297 1.775 -0.723
H 1.838 2.112 -0.018
*
```

Computed properties:
Gap between HOMO and LUMO (spin up / spin down), eV: 2.07 / 5.78
⟨S²⟩: 0.75
LUMO level (spin up / spin down), eV: 5.855 / 5.836

Results of the natural (NBO) charge analysis, in e, for atoms 1 through 2: S -0.79; N -0.67

=====

Which structure is most stable? model w, by 24.7 kcal/mol over the runner-up.

=====

Model w:
Computed, not measured: a cluster of 2 separate species, C5H11NO in total, with the ωB97M-V functional and the def2-TZVPD basis.

ORCA input file:
```
! RIJCOSX wB97M-V def2-TZVPD def2/J DEFGRID3
* xyz 1 2
O 2.663 -0.917 -1.458
N 1.321 1.317 0.238
C 0.278 -1.394 0.738
C -0.550 -0.181 0.436
C -2.838 0.668 0.023
C -1.976 -0.311 0.380
C 0.022 1.053 0.052
H -2.276 -1.353 0.441
H 1.125 -1.159 1.390
H -0.377 -2.081 1.259
H -2.359 1.641 0.017
H 1.613 1.138 1.197
H 2.164 -0.200 -1.051
H 0.795 -1.674 -0.184
H 1.544 2.243 -0.021
H -0.376 1.625 -0.778
H -3.897 0.789 0.166
H 2.342 -1.079 -2.353
*
```

Computed properties:
Gap between HOMO and LUMO (spin up / spin down), eV: 8.53 / 7.98
⟨S²⟩: 0.78
LUMO level (spin up / spin down), eV: -5.160 / -6.920

Results of the natural (NBO) charge analysis, in e, for atoms 1 through 2: O -0.94; N -0.68

=====

Model x:
Computed, not measured: a cluster of 2 separate species, C5H11NO in total, with the ωB97M-V functional and the def2-TZVPD basis.

ORCA input file:
```
! RIJCOSX wB97M-V def2-TZVPD def2/J DEFGRID3
* xyz 1 2
O -0.223 -1.319 2.329
N -0.463 -0.664 -0.628
C 0.211 0.463 -0.363
C 1.670 0.293 -0.439
C -0.412 1.586 0.156
C 2.488 1.265 -0.793
C -1.853 -0.831 -0.951
H -2.249 -1.668 -0.364
H 2.053 -0.672 -0.128
H 3.565 1.179 -0.676
H -2.054 -1.059 -1.994
H -1.427 1.532 0.514
H 0.070 -1.485 -0.355
H 2.092 2.216 -1.142
H -2.424 0.036 -0.635
H 0.024 -2.124 2.803
H -1.170 -1.283 2.515
H 0.102 2.535 0.152
*
```

Computed properties:
Gap between HOMO and LUMO (spin up / spin down), eV: 10.46 / 7.47
⟨S²⟩: 0.77
LUMO level (spin up / spin down), eV: -3.840 / -6.779

Results of the natural (NBO) charge analysis, in e, for atoms 1 through 2: O -0.96; N -0.37

=====

Which structure is most stable? model x, by 5.6 kcal/mol over the runner-up.